DFT (the ωB97M-V functional and the def2-TZVPD basis) results for a single C18H14N2O3S molecule at a distorted geometry.

Properties
* calculated total energy: -1427.36981 Ha
* LUMO level: 0.01001 hartree
* SMILES string: CSc1ccc([C@H]2C(C#N)=C(N)Oc3cc4c(cc32)OCO4)cc1
* ΔE to the lowest compared entry with this formula, charge and spin: 11.484 eV
* HOMO-LUMO gap: 8.07 eV
* highest occupied orbital energy: -7.799 eV

Each line ends with the natural charge from an NBO analysis.
Geometry (Å):
C1 -5.84355 -1.72631 -0.15548  -0.79
S1 -4.61838 -2.06678 0.91294  0.35
C2 -3.29042 -1.13096 0.46813  -0.26
C3 -3.26134 -0.62473 -0.68996  -0.17
C4 -2.03996 0.16526 -1.39403  -0.21
C5 -0.97110 0.27734 -0.53094  -0.01
C6 0.33689 1.09967 -0.84837  -0.28
C7 0.29065 2.37338 -0.23766  -0.28
C8 -0.70113 3.39561 -0.86114  0.28
N1 -1.54688 3.97064 -1.35379  -0.35
C9 0.97653 2.75900 0.82661  0.54
N2 1.07718 4.07919 1.29914  -0.79
O1 2.05692 2.17004 1.22112  -0.47
C10 2.26178 0.79806 0.73944  0.26
C11 3.51068 0.01620 1.14502  -0.24
C12 3.78253 -1.05107 0.56109  0.18
C13 3.17501 -1.41004 -0.64285  0.27
C14 1.92269 -0.83037 -0.92883  -0.23
C15 1.56477 0.30433 -0.56033  -0.04
O2 3.52045 -2.59332 -0.84691  -0.46
C16 4.75990 -2.77791 -0.12162  0.20
O3 4.80818 -1.77756 0.91913  -0.45
C17 -0.95248 -0.34063 0.83172  -0.20
C18 -2.19283 -0.73972 1.28170  -0.17
H1 -6.63695 -2.20503 0.15084  0.23
H2 -5.92573 -0.58544 -0.46733  0.23
H3 -5.51455 -2.28075 -1.16246  0.21
H4 -4.00812 -0.54125 -1.26901  0.18
H5 -1.95677 0.58055 -2.43435  0.23
H6 0.34441 1.27277 -1.94398  0.23
H7 0.20741 4.47967 1.10833  0.39
H8 1.49339 4.06931 2.16126  0.39
H9 4.05276 0.41200 1.90334  0.23
H10 1.32336 -1.28934 -1.94616  0.22
H11 5.67291 -2.76175 -1.04029  0.17
H12 4.74034 -3.82033 0.35813  0.19
H13 -0.12363 -0.40018 1.39672  0.22
H14 -2.29492 -1.26952 2.15085  0.20

---

DFT (the ωB97M-V functional and the def2-TZVPD basis) results for a single C18H14N2O4S molecule at a distorted geometry.

Properties
* calculated total energy: -1502.89798 Ha
* LUMO level: 0.00214 hartree
* SMILES string: C[C@H](Oc1ccc(C#N)cc1)C(=O)OCc1cc(-c2cccs2)on1
* ΔE to the lowest compared entry with this formula, charge and spin: 2.478 eV
* HOMO-LUMO gap: 9.05 eV
* highest occupied orbital energy: -8.995 eV

Each line ends with the natural charge from an NBO analysis.
Geometry (Å):
C1 -1.50527 -3.11741 -3.35060  -0.61
C2 -0.88719 -1.92989 -2.59523  0.00
O1 -0.30756 -1.12451 -3.63116  -0.50
C3 0.22483 0.12152 -3.36752  0.40
C4 1.03788 0.65378 -4.37650  -0.27
C5 1.59340 1.91411 -4.26249  -0.14
C6 1.27485 2.70878 -3.13750  -0.21
C7 1.83657 4.01417 -2.95448  0.27
N1 2.28821 5.02991 -2.62176  -0.31
C8 0.45821 2.20420 -2.13292  -0.13
C9 -0.09745 0.92395 -2.27656  -0.32
C10 0.11527 -2.41030 -1.52313  0.76
O2 0.86525 -3.36949 -1.77710  -0.57
O3 0.14697 -1.68021 -0.35672  -0.50
C11 1.02883 -2.17429 0.66108  -0.11
C12 0.58472 -1.69365 2.04289  0.13
C13 0.09168 -0.39273 2.49358  -0.34
C14 -0.02894 -0.49430 3.85991  0.30
C15 -0.43391 0.59619 4.79008  -0.27
C16 -1.22307 1.67229 4.45733  -0.22
C17 -1.54797 2.51932 5.58238  -0.26
C18 -0.98569 2.11467 6.74489  -0.39
S1 -0.05964 0.64958 6.49648  0.45
O4 0.31539 -1.78302 4.21444  -0.29
N2 0.72763 -2.49276 3.07441  -0.11
H1 -2.25697 -2.79048 -4.08021  0.23
H2 -0.72321 -3.69173 -3.81640  0.24
H3 -2.00841 -3.82772 -2.62552  0.22
H4 -1.68835 -1.39890 -2.08323  0.19
H5 1.18739 0.03460 -5.24237  0.23
H6 2.28528 2.34326 -4.98522  0.23
H7 0.20236 2.89688 -1.31922  0.23
H8 -0.69342 0.49053 -1.52914  0.22
H9 1.09179 -3.26815 0.66076  0.24
H10 2.04033 -1.76320 0.46041  0.21
H11 -0.10551 0.49133 1.85678  0.24
H12 -1.63867 1.90876 3.49016  0.23
H13 -2.14456 3.43724 5.47734  0.23
H14 -1.06106 2.67764 7.68209  0.25

---

DFT (the ωB97M-V functional and the def2-TZVPD basis) results for a single C18H14O5 molecule at a distorted geometry.

Properties
* calculated total energy: -1070.53205 Ha
* LUMO level: 0.00881 hartree
* SMILES string: Cc1ccc(C(=O)c2coc3ccc(OCC(=O)O)cc23)cc1
* ΔE to the lowest compared entry with this formula, charge and spin: 0.000 eV
* HOMO-LUMO gap: 8.88 eV
* highest occupied orbital energy: -8.640 eV

Each line ends with the natural charge from an NBO analysis.
Geometry (Å):
C1 1.57766 4.36911 -0.78406  -0.63
C2 0.39981 3.49481 -0.48749  0.01
C3 0.01433 2.50305 -1.38532  -0.25
C4 -1.03389 1.65191 -1.09710  -0.11
C5 -1.73469 1.78541 0.09994  -0.19
C6 -2.85209 0.87135 0.44783  0.55
O1 -3.87698 1.26145 0.97027  -0.53
C7 -2.62825 -0.54795 0.13475  -0.27
C8 -3.60714 -1.47447 -0.09544  0.22
O2 -3.11799 -2.69568 -0.35042  -0.39
C9 -1.76578 -2.59820 -0.26268  0.22
C10 -0.82725 -3.60712 -0.43074  -0.21
C11 0.49789 -3.26576 -0.29195  -0.25
C12 0.89189 -1.95295 0.02544  0.30
O3 2.24148 -1.76586 0.12374  -0.48
C13 2.70992 -0.46427 0.34737  -0.18
C14 4.22899 -0.42930 0.30827  0.78
O4 4.85657 0.59502 0.29112  -0.59
O5 4.78191 -1.63234 0.31156  -0.66
C15 -0.04532 -0.95349 0.21127  -0.32
C16 -1.39027 -1.27738 0.04014  -0.01
C17 -1.38545 2.80634 0.97868  -0.15
C18 -0.32042 3.63898 0.69292  -0.22
H1 2.50023 3.84933 -0.52151  0.23
H2 1.53360 5.29087 -0.20962  0.22
H3 1.62234 4.61266 -1.84328  0.22
H4 0.54924 2.39587 -2.31844  0.21
H5 -1.31979 0.88734 -1.80472  0.21
H6 -4.67289 -1.35144 -0.12637  0.22
H7 -1.13031 -4.61518 -0.66112  0.23
H8 1.27530 -4.00144 -0.41715  0.23
H9 2.40395 -0.08722 1.33596  0.21
H10 2.33957 0.24014 -0.41177  0.21
H11 5.75067 -1.56570 0.29039  0.50
H12 0.23223 0.05117 0.47968  0.23
H13 -1.94766 2.92187 1.89328  0.23
H14 -0.04425 4.41388 1.39334  0.21

---

DFT (the ωB97M-V functional and the def2-TZVPD basis) results for a molecular structure, C18H15AsN5PS4Se2W at a distorted geometry.

Properties
* calculated total energy: -10008.60840 Ha
* LUMO level (spin up / spin down): -0.01513 / -0.02943 hartree
* HOMO-LUMO gap (spin up / spin down): 6.81 / 5.52 eV
* highest occupied orbital energy (spin up / spin down): -7.224 / -6.321 eV
* spin multiplicity: 3

Each line ends with the natural charge from an NBO analysis.
Geometry (Å):
W1 -1.25813 0.94178 -0.63952  0.82
Se1 -1.32040 1.28801 1.91500  -0.25
P1 0.65181 0.44092 1.53321  0.98
Se2 1.39806 1.05309 -0.41243  -0.32
C1 1.79829 0.89011 2.87254  -0.32
C2 1.52446 0.43626 4.16203  -0.21
C3 2.36160 0.79129 5.20615  -0.20
C4 3.46832 1.59808 4.96693  -0.19
C5 3.74015 2.04852 3.68421  -0.21
C6 2.90166 1.69824 2.63278  -0.21
C7 0.58733 -1.37072 1.59293  -0.33
C8 -0.60275 -2.05835 1.79084  -0.23
C9 -0.60032 -3.44848 1.79246  -0.20
C10 0.58527 -4.14094 1.60426  -0.19
C11 1.77766 -3.45009 1.41308  -0.21
C12 1.78162 -2.06618 1.40552  -0.20
H1 0.66243 -0.19665 4.34291  0.22
H2 2.15458 0.43761 6.20839  0.22
H3 4.12103 1.87368 5.78600  0.22
H4 4.60331 2.67549 3.49898  0.22
H5 3.10201 2.04715 1.62766  0.23
H6 -1.52707 -1.51327 1.93352  0.24
H7 -1.52728 -3.98751 1.94221  0.22
H8 0.58297 -5.22376 1.60311  0.22
H9 2.70226 -3.99279 1.26265  0.22
H10 2.70374 -1.52027 1.24367  0.23
N1 -0.51134 3.79217 -3.66775  -0.31
C13 -0.92996 3.59422 -2.42175  0.21
N2 -0.99498 2.28972 -2.22116  -0.55
C14 -0.58045 1.73497 -3.41838  0.31
N3 -0.26470 2.63783 -4.31847  -0.26
C15 -0.65007 0.30709 -3.47142  -0.02
C16 -0.40147 -0.50853 -4.56612  0.08
N4 -0.60435 -1.81279 -4.55293  -0.44
C17 -1.08231 -2.31817 -3.39227  0.00
C18 -1.31060 -1.56240 -2.27768  -0.07
N5 -1.09496 -0.21127 -2.27373  -0.51
H11 -0.36025 4.66763 -4.13781  0.43
H12 -1.18148 4.36825 -1.71852  0.24
H13 -0.03023 -0.06305 -5.48397  0.21
H14 -1.28345 -3.38186 -3.37564  0.21
H15 -1.66269 -1.99293 -1.35148  0.22
S1 -5.40982 2.26997 -3.17943  -0.23
As1 -4.69825 0.35443 -2.26053  0.95
S2 -3.74559 1.14110 -4.11868  -0.24
S3 -3.67173 0.74638 -0.38175  -0.48
S4 -5.90395 -1.30397 -2.37962  -0.53